(1)
Here is a structure of composition C42H54IIrN8O2P from the Open Molecules 2025 dataset. Energies are from the ωB97M-V functional and the def2-TZVPD basis.

ΔE to the lowest compared entry with this formula, charge and spin	0.00	kcal per mole
net charge	+2
energy	-80664.0851	eV
LUMO energy (spin up / spin down)	-5.37 / -5.53	eV
expectation value of S²	0.75
gap between HOMO and LUMO (spin up / spin down)	7.50 / 7.33	eV
spin multiplicity	2

Last column: Mulliken spin population.
Positions of all 109 atoms, in Å:
Ir 1.581 0.033 1.151  0.009
C 5.622 1.545 -0.548  0.000
C 5.427 0.065 -0.420  0.001
N 6.278 -0.738 -1.012  0.000
C 6.130 -2.068 -0.898  0.000
C 5.118 -2.661 -0.186  -0.002
C 5.059 -4.165 -0.080  -0.002
O 3.816 -4.698 -0.527  0.000
C 4.158 -1.820 0.435  0.002
C 3.100 -2.445 1.190  -0.001
N 2.045 -1.893 1.695  0.002
C 1.172 -2.712 2.487  0.000
C 1.643 -3.819 3.194  0.001
C 0.773 -4.615 3.918  0.000
C -0.580 -4.314 3.967  0.000
C -1.056 -3.192 3.309  -0.001
C -0.177 -2.396 2.591  -0.005
I -0.913 -0.685 1.642  0.008
C 4.318 -0.434 0.315  0.002
O 3.516 0.461 0.871  -0.002
H 6.580 1.738 -1.022  0.000
H 5.591 2.035 0.426  0.000
H 4.837 1.990 -1.168  0.000
H 6.872 -2.674 -1.404  0.000
H 5.166 -4.484 0.959  0.000
H 5.901 -4.593 -0.626  -0.001
H 3.812 -4.723 -1.489  0.000
H 3.195 -3.516 1.319  -0.001
H 2.700 -4.047 3.210  0.000
H 1.160 -5.467 4.460  0.000
H -1.260 -4.934 4.535  0.000
H -2.105 -2.932 3.368  0.000
C 0.799 2.876 1.304  -0.019
N 1.538 1.971 0.401  0.002
C 1.213 2.012 -1.040  -0.016
C 1.369 0.633 -1.604  -0.004
N 1.344 -0.446 -0.841  -0.007
C 1.297 -1.551 -1.695  0.001
C 1.149 -2.912 -1.442  0.001
C 1.075 -3.752 -2.535  0.002
C 1.143 -3.264 -3.849  0.000
C 1.266 -1.914 -4.111  0.000
C 1.329 -1.075 -3.007  0.003
N 1.384 0.313 -2.907  0.007
C 1.158 2.407 2.685  0.009
N 1.552 1.162 2.885  -0.001
C 1.752 1.010 4.250  -0.001
C 2.156 -0.098 4.990  0.000
C 2.261 0.071 6.354  0.000
C 1.977 1.303 6.968  0.000
C 1.577 2.405 6.241  0.000
C 1.468 2.228 4.866  0.000
N 1.100 3.092 3.838  0.000
H -0.268 2.738 1.108  0.009
H 1.061 3.926 1.152  0.000
H 2.546 2.127 0.513  0.000
H 1.822 2.749 -1.566  0.000
H 0.148 2.255 -1.126  -0.009
H 1.073 -3.305 -0.439  -0.001
H 0.955 -4.815 -2.374  0.000
H 1.083 -3.960 -4.674  0.000
H 1.295 -1.533 -5.123  0.000
H 1.373 0.969 -3.672  0.001
H 2.378 -1.042 4.510  0.000
H 2.571 -0.761 6.972  0.000
H 2.077 1.389 8.041  0.000
H 1.362 3.351 6.719  0.000
H 0.827 4.056 3.937  0.000
C -2.383 -0.104 -3.685  -0.009
C -3.273 -0.202 -2.437  0.087
C -4.715 -0.441 -2.903  0.005
C -2.765 -1.417 -1.647  0.047
P -3.094 1.361 -1.408  -0.031
N -1.693 1.258 -0.594  0.857
C -4.444 1.545 -0.112  0.029
C -5.777 2.079 -0.646  -0.002
C -4.701 0.198 0.580  0.002
C -3.914 2.478 0.995  0.048
C -3.084 2.844 -2.568  -0.019
C -1.754 2.838 -3.360  0.000
C -3.077 4.118 -1.706  0.009
C -4.244 2.927 -3.566  0.002
H -2.417 -1.070 -4.192  0.002
H -1.341 0.101 -3.431  0.004
H -2.730 0.644 -4.394  0.000
H -4.722 -1.341 -3.524  0.002
H -5.102 0.375 -3.512  0.000
H -5.408 -0.612 -2.085  0.001
H -2.757 -2.275 -2.323  0.000
H -3.394 -1.674 -0.800  0.005
H -1.747 -1.257 -1.291  -0.026
H -6.175 1.469 -1.456  0.000
H -5.716 3.109 -0.988  0.001
H -6.504 2.053 0.168  0.002
H -5.197 -0.529 -0.055  0.000
H -5.359 0.383 1.432  0.000
H -3.779 -0.239 0.963  0.005
H -3.775 3.503 0.668  0.006
H -2.971 2.103 1.397  -0.019
H -4.645 2.488 1.806  0.001
H -0.962 2.308 -2.829  0.003
H -1.425 3.866 -3.513  -0.001
H -1.867 2.385 -4.342  0.002
H -2.260 4.106 -0.979  -0.004
H -4.013 4.285 -1.180  0.004
H -2.921 4.974 -2.365  0.000
H -4.244 2.096 -4.270  0.000
H -4.126 3.842 -4.151  -0.001
H -5.219 2.972 -3.086  0.000


(2)
Here is a cluster of 2 separate species, C4H8N2O in total from the Open Molecules 2025 dataset. Energies are from the ωB97M-V functional and the def2-TZVPD basis.

ΔE to the lowest compared entry with this formula, charge and spin	113.45	kcal per mole
energy	-9301.4737	eV
LUMO energy	0.63	eV
gap between HOMO and LUMO	8.20	eV

Last column: Löwdin charge in e.
Positions of all 15 atoms, in Å:
C -1.290 -0.072 1.144  -0.050
C -0.468 0.765 0.148  -0.720
O 0.414 1.566 0.627  -0.195
C 2.249 -0.143 0.149  0.012
N 3.207 0.177 0.756  0.085
C -0.152 0.044 -1.114  -0.127
N -0.692 -1.081 -1.542  0.145
H -0.634 -0.829 1.592  0.081
H -2.177 -0.562 0.717  0.065
H -1.621 0.597 1.941  0.080
H -1.275 1.281 -0.582  0.186
H 3.751 0.744 1.375  0.075
H 0.463 0.599 -1.816  0.130
H -0.593 -1.396 -2.495  0.120
H -1.181 -1.689 -0.900  0.112


(3)
Here is the molecule C6H12O from the Open Molecules 2025 dataset. Energies are from the ωB97M-V functional and the def2-TZVPD basis.

SMILES	COCC1(C)CC1
ΔE to the lowest compared entry with this formula, charge and spin	37.70	kcal per mole
energy	-8462.7191	eV
LUMO energy	1.05	eV
gap between HOMO and LUMO	10.87	eV

Last column: Löwdin charge in e.
Positions of all 19 atoms, in Å:
C 2.814 0.130 -0.177  -0.123
O 1.454 0.157 -0.501  -0.186
C 0.626 -0.302 0.548  -0.192
C -0.802 -0.002 0.151  -0.466
C -1.308 1.397 0.421  -0.037
C -1.146 -0.660 -1.155  -0.096
C -1.876 -1.049 0.095  -0.091
H 3.163 -0.887 0.058  0.089
H 3.039 0.779 0.684  0.088
H 3.364 0.496 -1.046  0.089
H 0.789 -1.378 0.725  0.134
H 0.914 0.211 1.477  0.128
H -0.524 2.152 0.321  0.082
H -1.722 1.457 1.434  0.084
H -2.109 1.659 -0.278  0.084
H -0.410 -1.359 -1.541  0.106
H -1.644 -0.095 -1.933  0.105
H -1.735 -2.046 0.494  0.099
H -2.885 -0.661 0.225  0.104


(4)
Here is a structure of composition C58H47AgBF4NO2P2S2 from the Open Molecules 2025 dataset. Energies are from the ωB97M-V functional and the def2-TZVPD basis.

ΔE to the lowest compared entry with this formula, charge and spin	12.21	kcal per mole
energy	-122296.6597	eV
LUMO energy	0.07	eV
gap between HOMO and LUMO	8.09	eV

Last column: Löwdin charge in e.
Positions of all 118 atoms, in Å:
Ag -1.453 -1.442 0.080  0.642
N -1.293 -2.869 2.898  -0.399
P -0.572 -1.307 3.134  0.990
C 1.117 -1.731 3.670  -0.392
C 1.963 -0.664 3.972  -0.105
C 3.281 -0.890 4.330  -0.083
C 3.776 -2.188 4.381  -0.092
C 2.945 -3.253 4.067  -0.087
C 1.621 -3.025 3.710  -0.095
C -1.356 -0.840 4.719  -0.359
C -2.468 -0.002 4.639  -0.090
C -3.191 0.306 5.784  -0.073
C -2.802 -0.207 7.012  -0.089
C -1.684 -1.028 7.101  -0.089
C -0.963 -1.343 5.959  -0.092
P -2.401 -2.952 1.627  0.859
C -4.000 -2.431 2.302  -0.372
C -4.537 -1.228 1.859  -0.100
C -5.675 -0.704 2.461  -0.063
C -6.278 -1.388 3.502  -0.075
C -5.747 -2.595 3.951  -0.080
C -4.613 -3.115 3.355  -0.099
C -2.570 -4.739 1.354  -0.357
C -3.785 -5.300 0.968  -0.093
C -3.871 -6.655 0.684  -0.080
C -2.745 -7.460 0.782  -0.086
C -1.529 -6.905 1.158  -0.082
C -1.439 -5.550 1.437  -0.097
H -1.513 -3.403 3.734  0.075
H 1.589 0.353 3.915  0.108
H 3.927 -0.052 4.561  0.102
H 4.807 -2.367 4.656  0.099
H 3.326 -4.266 4.097  0.100
H 0.981 -3.859 3.451  0.082
H -2.767 0.417 3.685  0.082
H -4.054 0.956 5.710  0.107
H -3.363 0.038 7.905  0.100
H -1.372 -1.419 8.061  0.100
H -0.085 -1.975 6.032  0.101
H -4.050 -0.669 1.068  0.079
H -6.062 0.247 2.121  0.114
H -7.161 -0.980 3.977  0.104
H -6.217 -3.123 4.772  0.103
H -4.198 -4.052 3.712  0.108
H -4.670 -4.679 0.895  0.106
H -4.820 -7.084 0.390  0.104
H -2.814 -8.518 0.564  0.102
H -0.646 -7.527 1.232  0.104
H -0.489 -5.115 1.721  0.091
C 0.496 -0.309 -8.422  -0.041
C -0.046 -0.116 -7.033  -0.272
C -0.884 0.955 -6.730  -0.038
C -1.344 1.153 -5.439  -0.070
C -0.956 0.276 -4.439  -0.368
C -0.149 -0.811 -4.716  -0.062
C 0.305 -0.995 -6.013  -0.029
S -1.569 0.530 -2.775  1.082
O -0.994 -0.618 -2.000  -0.613
C -0.684 2.063 -2.409  -0.290
C -1.553 3.121 -2.077  -0.071
C -1.048 4.345 -1.755  0.003
C 0.345 4.561 -1.732  -0.145
C 0.892 5.809 -1.331  -0.025
C 2.241 5.988 -1.263  -0.075
C 3.117 4.929 -1.595  -0.069
C 2.625 3.721 -1.989  -0.012
C 1.222 3.500 -2.067  -0.106
C 0.684 2.228 -2.421  -0.138
C 1.628 1.115 -2.716  -0.152
C 2.300 1.022 -3.969  -0.119
C 2.094 1.968 -5.003  -0.010
C 2.746 1.847 -6.197  -0.072
C 3.632 0.772 -6.424  -0.085
C 3.844 -0.158 -5.447  -0.034
C 3.189 -0.056 -4.196  -0.161
C 3.392 -1.019 -3.176  -0.009
C 2.759 -0.906 -1.975  -0.047
C 1.895 0.184 -1.752  -0.287
S 1.046 0.283 -0.168  0.981
O 1.251 -1.075 0.448  -0.550
C 2.091 1.471 0.643  -0.365
C 3.464 1.322 0.770  -0.053
C 4.190 2.313 1.406  -0.036
C 3.559 3.452 1.911  -0.270
C 4.359 4.555 2.549  -0.046
C 2.178 3.566 1.791  -0.026
C 1.434 2.578 1.162  -0.056
H -0.042 0.299 -9.148  0.077
H 0.430 -1.352 -8.733  0.082
H 1.550 -0.023 -8.456  0.070
H -1.179 1.642 -7.514  0.114
H -1.989 1.995 -5.212  0.118
H 0.131 -1.486 -3.918  0.115
H 0.954 -1.835 -6.234  0.122
H -2.618 2.934 -2.019  0.105
H -1.713 5.146 -1.460  0.128
H 0.213 6.611 -1.072  0.115
H 2.648 6.941 -0.950  0.103
H 4.188 5.077 -1.526  0.106
H 3.301 2.911 -2.226  0.122
H 1.408 2.790 -4.836  0.125
H 2.579 2.578 -6.978  0.109
H 4.145 0.691 -7.374  0.104
H 4.521 -0.987 -5.611  0.113
H 4.060 -1.850 -3.369  0.116
H 2.879 -1.636 -1.184  0.110
H 3.956 0.439 0.379  0.118
H 5.264 2.210 1.510  0.112
H 5.355 4.214 2.830  0.075
H 3.862 4.938 3.440  0.081
H 4.474 5.391 1.855  0.080
H 1.674 4.439 2.190  0.123
H 0.355 2.667 1.069  0.107
F -2.090 0.993 0.247  -0.003
B -2.862 2.076 0.799  -1.274
F -1.986 3.135 1.054  0.117
F -3.468 1.630 1.978  0.108
F -3.835 2.439 -0.139  0.108


What is the formula in the third record?
C6H12O